The following is a quantum chemistry calculation of a cluster of 18 separate species, C72H191N11O18 in total, from the Open Molecules 2025 dataset.

Computed properties:
Net charge: 0
Spin multiplicity: 1
Calculated total energy: -4814.04895 hartree
LUMO: 0.6044 eV

Each line ends with the Mulliken charge.
CARTESIAN COORDINATES (ANGSTROEM)
1 C 8.890896 -2.124808 -4.097206  -1.821
2 C 8.284162 -1.950760 -2.728159  1.080
3 C 6.766641 -2.244089 -2.797407  -0.700
4 O 6.183166 -1.371823 -3.770734  -0.450
5 C 4.796639 -1.632893 -3.997642  -0.366
6 N 8.849082 -2.749036 -1.688044  -0.488
7 H 9.966987 -1.988080 -4.097299  0.481
8 H 8.494558 -1.436578 -4.807577  0.388
9 H 8.689382 -3.041645 -4.603929  0.433
10 H 8.424202 -0.913801 -2.440796  -0.234
11 H 6.277135 -2.173825 -1.876254  0.265
12 H 6.731985 -3.322960 -3.113625  0.334
13 H 4.629006 -1.560492 -5.085773  0.280
14 H 4.118171 -0.914804 -3.501501  -0.106
15 H 4.667465 -2.692885 -3.683515  0.295
16 H 9.276387 -2.239752 -0.966136  0.215
17 H 9.557460 -3.388218 -2.076889  0.225
18 C 1.371586 -4.964269 0.548750  0.092
19 C 0.742971 -5.132668 1.897228  -0.311
20 C 0.871251 -3.863408 2.728229  1.146
21 O 2.241500 -3.609800 3.077460  -0.467
22 C 2.398374 -2.426942 3.839683  -0.106
23 N -0.647351 -5.565639 1.757214  -0.532
24 H 2.358388 -4.506110 0.754675  -0.480
25 H 0.787471 -4.239841 -0.052007  -0.453
26 H 1.476574 -5.906203 0.001476  0.593
27 H 1.255700 -5.949639 2.477366  0.378
28 H 0.297231 -3.856308 3.669041  0.569
29 H 0.467384 -3.016805 2.099222  -0.955
30 H 3.469020 -2.377972 4.165060  -0.211
31 H 1.877126 -2.434907 4.766958  0.631
32 H 2.008509 -1.610141 3.257915  -0.180
33 H -1.259479 -4.822490 1.477946  0.021
34 H -1.022570 -5.854659 2.632700  0.308
35 C -3.313119 -2.065608 -1.445310  -0.060
36 C -3.211613 -3.187766 -0.416704  1.496
37 C -2.751588 -4.480070 -1.097437  -0.865
38 O -3.596579 -5.065864 -2.017412  0.324
39 C -4.825486 -5.614116 -1.594099  -0.755
40 N -2.228485 -2.870597 0.670769  0.927
41 H -3.443555 -1.085684 -0.977167  -0.748
42 H -4.119412 -2.188042 -2.127800  0.930
43 H -2.371904 -1.999842 -2.003771  -0.619
44 H -4.161021 -3.298356 0.064727  -0.342
45 H -2.588385 -5.205018 -0.276823  0.485
46 H -1.767359 -4.322269 -1.634538  -0.770
47 H -5.593267 -4.893699 -1.187877  0.057
48 H -4.716432 -6.426754 -0.824099  0.318
49 H -5.332323 -6.005867 -2.471690  0.306
50 H -2.744674 -2.219343 1.302161  -0.218
51 H -1.418542 -2.315924 0.290280  -0.735
52 C 3.757630 1.652696 4.821680  -1.099
53 C 2.519044 2.393722 4.319581  2.125
54 C 1.247373 1.751950 4.738233  -0.630
55 O 1.097989 0.594198 4.010827  0.387
56 C -0.030479 -0.163316 4.454414  -0.320
57 N 2.559143 3.839382 4.725810  -0.555
58 H 4.579235 1.767671 4.071194  -0.159
59 H 3.631104 0.552318 4.846363  0.075
60 H 4.067915 1.818095 5.854791  0.504
61 H 2.509136 2.379473 3.242629  -1.087
62 H 0.391781 2.432578 4.704643  -0.168
63 H 1.397202 1.586668 5.854668  0.395
64 H -0.127996 -0.369297 5.529118  0.429
65 H -0.044985 -1.107273 3.853806  -0.368
66 H -0.897059 0.423131 4.154194  0.050
67 H 2.376900 3.964491 5.720054  0.309
68 H 1.803612 4.292212 4.182481  0.150
69 C 0.981567 0.499361 -5.312095  -0.333
70 C -0.087673 -0.536310 -5.629556  0.279
71 C 0.557048 -1.597967 -6.516301  -0.881
72 O -0.315399 -2.613272 -7.024758  -0.153
73 C 0.196263 -3.303247 -8.150396  -0.939
74 N -0.640358 -1.265644 -4.415810  0.428
75 H 0.595726 1.222428 -4.570913  -0.178
76 H 1.353884 0.921005 -6.274421  0.445
77 H 1.840952 -0.112432 -4.953634  -0.197
78 H -0.919062 -0.047586 -6.137269  0.590
79 H 1.379042 -2.063244 -5.972763  0.076
80 H 1.072511 -1.136716 -7.413643  0.488
81 H 1.218707 -3.691850 -7.990425  0.340
82 H 0.230676 -2.606354 -9.039409  0.305
83 H -0.417493 -4.114973 -8.443895  0.296
84 H -0.845118 -0.542471 -3.775718  -0.474
85 H -1.578725 -1.619860 -4.761984  0.102
86 C -4.027500 -4.267228 -6.952038  -1.459
87 C -3.827852 -4.528514 -5.513503  0.272
88 C -3.430788 -5.990445 -5.319843  -0.021
89 O -4.344415 -6.885477 -5.895039  -0.435
90 C -3.937280 -8.192923 -5.652633  -0.726
91 N -2.701691 -3.689942 -4.963845  0.093
92 H -3.063098 -4.401334 -7.426624  0.240
93 H -4.445781 -3.279908 -7.157317  0.365
94 H -4.764323 -4.962117 -7.340511  0.425
95 H -4.659963 -4.262324 -4.829626  0.167
96 H -3.400646 -6.191307 -4.191264  0.013
97 H -2.441160 -6.115330 -5.746213  0.390
98 H -3.659364 -8.385249 -4.617302  0.259
99 H -3.115483 -8.459542 -6.298501  0.315
100 H -4.813769 -8.793260 -5.926831  0.273
101 H -2.359912 -4.165162 -4.085369  -0.331
102 H -1.958636 -3.723889 -5.659989  0.098
103 C -3.168274 2.136460 -2.845981  -1.544
104 C -1.816919 2.871370 -2.729701  0.037
105 C -2.080951 4.109911 -1.820159  -0.718
106 O -0.818050 4.836613 -1.540599  -0.163
107 C -0.891437 5.976952 -0.782102  -0.285
108 N -0.736819 2.003358 -2.289272  1.732
109 H -3.449868 1.511412 -1.935496  0.209
110 H -3.266157 1.446179 -3.701708  0.343
111 H -3.997329 2.819019 -3.029373  0.540
112 H -1.555451 3.294523 -3.714165  0.352
113 H -2.581044 3.699179 -0.910867  -0.081
114 H -2.734213 4.763349 -2.323322  0.857
115 H 0.100992 6.341777 -0.573760  0.265
116 H -1.247489 5.728141 0.228423  -0.278
117 H -1.569207 6.735154 -1.221126  0.320
118 H 0.177970 2.434336 -2.428445  -0.571
119 H -1.012765 1.791472 -1.342920  -0.998
120 C -7.468078 -4.275031 2.659731  -1.191
121 C -7.677114 -2.788915 2.280737  0.473
122 C -6.981061 -2.463091 0.963155  0.118
123 O -7.190500 -1.089832 0.722685  -0.311
124 C -6.609488 -0.602367 -0.469716  -0.552
125 N -9.098136 -2.527323 2.061951  -0.736
126 H -6.376030 -4.310538 2.822720  0.173
127 H -7.738627 -4.950032 1.829604  0.328
128 H -7.873174 -4.508971 3.642919  0.428
129 H -7.274518 -2.078229 3.063631  0.090
130 H -7.470643 -2.935636 0.079412  0.416
131 H -5.928509 -2.726732 1.015650  -0.407
132 H -7.143800 0.303654 -0.729321  0.260
133 H -6.708869 -1.282386 -1.331943  0.424
134 H -5.594821 -0.215012 -0.319371  0.076
135 H -9.574219 -2.819725 2.922077  0.281
136 H -9.269553 -1.539360 2.034999  0.272
137 C 6.498638 1.334005 -0.758688  -0.097
138 C 7.703504 1.184920 0.130587  -0.081
139 C 7.426375 1.760892 1.526254  -0.551
140 O 6.923812 3.093711 1.482524  -0.285
141 C 6.926709 3.636907 2.770199  -0.739
142 N 8.151840 -0.241904 0.237387  -0.096
143 H 6.175447 2.361014 -0.759110  0.350
144 H 5.772851 0.620606 -0.385224  -0.227
145 H 6.649887 1.015622 -1.799546  -0.367
146 H 8.521656 1.669575 -0.389702  0.511
147 H 8.267669 1.682422 2.164978  0.552
148 H 6.665768 1.108937 1.952820  0.085
149 H 6.562651 2.956542 3.525744  0.392
150 H 6.284292 4.491272 2.744543  0.111
151 H 7.943311 3.996004 2.962710  0.319
152 H 9.039792 -0.237110 0.710828  0.350
153 H 7.477836 -0.709749 0.851584  -0.178
154 C 2.472000 -0.834964 -0.601795  -1.584
155 C 1.143091 -0.963155 0.164523  2.084
156 C 0.854659 0.102205 1.193287  0.079
157 O 0.659845 1.333021 0.519058  1.112
158 C 0.756668 2.487862 1.331515  -0.426
159 N 0.001385 -1.149609 -0.803910  1.935
160 H 3.345369 -0.600965 0.007904  0.446
161 H 2.395545 -0.054894 -1.351438  -0.148
162 H 2.722851 -1.732464 -1.126475  0.010
163 H 1.166635 -1.932474 0.663173  -1.057
164 H 1.706918 0.156012 1.873199  0.289
165 H -0.056938 -0.134777 1.747784  -0.777
166 H 1.751455 2.613427 1.695800  0.258
167 H 0.121447 2.362925 2.210727  -0.132
168 H 0.441407 3.352048 0.750773  -0.009
169 H -0.057740 -0.367073 -1.467583  -0.943
170 H 0.228670 -1.926719 -1.440049  -0.778
171 C 3.128911 3.660927 -1.784280  -0.074
172 C 2.858560 3.738171 -3.316034  -0.147
173 C 3.557939 2.693739 -4.078681  -0.094
174 O 4.973629 2.841516 -3.857374  -0.413
175 C 5.691783 1.809835 -4.528094  0.004
176 N 1.456489 3.680062 -3.612874  -0.240
177 H 2.601622 2.787152 -1.350526  -0.635
178 H 2.696145 4.526960 -1.249704  0.064
179 H 4.204168 3.553245 -1.558469  0.195
180 H 3.260716 4.731783 -3.612774  0.287
181 H 3.335820 2.916848 -5.166830  0.459
182 H 3.158728 1.726574 -3.669463  -0.149
183 H 5.381920 0.879293 -4.120493  -0.380
184 H 6.798668 1.946304 -4.248162  0.230
185 H 5.542957 1.841000 -5.619077  0.397
186 H 0.921074 4.439311 -3.106360  0.104
187 H 1.392092 3.694318 -4.619098  0.329
188 C 6.867592 -2.151900 4.051433  -0.867
189 C 6.565361 -3.188918 2.968595  -0.600
190 O 5.911475 -2.428072 2.025189  -0.086
191 C 5.072506 -3.255188 1.193303  0.989
192 C 5.801929 -4.184924 0.311677  -1.505
193 H 7.220701 -1.187128 3.592285  0.077
194 H 5.897252 -1.944250 4.436109  0.118
195 H 7.520928 -2.423549 4.888808  0.401
196 H 7.472084 -3.700515 2.586546  0.310
197 H 5.980232 -3.983085 3.308766  0.567
198 H 4.405817 -3.904025 1.869279  0.198
199 H 4.424385 -2.539264 0.646204  -0.693
200 H 5.071355 -4.621221 -0.374596  0.369
201 H 6.326272 -4.966959 0.841229  0.468
202 H 6.619353 -3.795234 -0.301435  0.317
203 C -3.964265 7.206992 1.219977  -0.550
204 C -4.217101 7.544507 2.640601  -0.454
205 O -5.443674 7.051570 2.997247  -0.197
206 C -5.847563 7.266891 4.330910  -0.160
207 C -7.331752 7.029305 4.509570  -1.387
208 H -4.042598 6.122779 1.067785  -0.197
209 H -4.637767 7.716729 0.527589  0.464
210 H -2.956903 7.632844 0.967387  0.208
211 H -3.428634 7.220918 3.357886  0.157
212 H -4.185088 8.610796 2.855308  0.557
213 H -5.226464 6.619526 4.986137  0.171
214 H -5.729686 8.342670 4.734159  0.362
215 H -7.513943 7.034354 5.562819  0.410
216 H -7.584161 6.068255 4.080078  0.288
217 H -7.841402 7.802354 3.952820  0.365
218 C 3.234911 5.823397 2.013019  -0.877
219 C 4.192785 5.882139 0.798414  0.019
220 O 3.371670 6.670597 -0.112239  -0.198
221 C 4.011720 7.166222 -1.279872  -0.074
222 C 3.136490 8.172527 -2.064271  -1.255
223 H 2.415649 5.141883 1.974958  -0.127
224 H 3.744483 5.466972 2.945138  0.388
225 H 2.876967 6.839567 2.077424  0.370
226 H 5.034980 6.504647 1.045658  0.528
227 H 4.494777 4.906662 0.413689  -0.083
228 H 4.931548 7.727708 -0.948347  0.398
229 H 4.324105 6.337779 -1.920887  0.112
230 H 3.558515 8.533626 -3.037606  0.332
231 H 3.048767 8.967416 -1.387013  0.441
232 H 2.205050 7.649846 -2.267857  0.166
233 C 1.850177 -3.610069 -3.300574  -0.544
234 C 0.683102 -4.499722 -3.637779  0.673
235 O 0.787230 -5.727716 -2.949370  -0.418
236 C -0.211018 -6.752211 -3.296311  0.546
237 C -0.400347 -7.665280 -2.110840  -1.331
238 H 1.595122 -2.546679 -3.594551  -0.163
239 H 2.046466 -3.686292 -2.215879  -0.339
240 H 2.775853 -3.901377 -3.807423  0.823
241 H -0.286002 -4.073426 -3.364107  -0.761
242 H 0.617597 -4.673384 -4.711562  0.546
243 H -1.120669 -6.205652 -3.547680  -0.275
244 H 0.060369 -7.336395 -4.213789  0.296
245 H -0.642877 -7.117474 -1.172289  0.134
246 H 0.591476 -8.137757 -2.009099  0.402
247 H -1.115465 -8.454510 -2.361109  0.393
248 C -4.874027 4.074340 6.485056  -1.921
249 C -4.602662 3.775503 5.052458  0.700
250 O -3.208335 4.035538 4.850747  -0.549
251 C -2.819019 4.161897 3.509213  1.953
252 C -1.443383 4.766616 3.514784  -0.141
253 H -4.942624 5.154443 6.648477  0.390
254 H -5.875552 3.680578 6.825160  0.335
255 H -4.081586 3.672500 7.126242  0.407
256 H -4.811951 2.710033 4.834752  -0.129
257 H -5.220420 4.332060 4.334466  0.369
258 H -2.839179 3.142936 3.041544  -1.023
259 H -3.520483 4.765500 2.893670  -0.452
260 H -1.464388 5.574920 4.260572  0.582
261 H -1.210272 5.080293 2.504943  -0.129
262 H -0.747027 3.979507 3.893025  -0.694
263 C -2.702731 0.957104 1.157336  1.538
264 C -4.125495 1.164166 1.622477  0.761
265 O -4.870532 1.918058 0.643941  0.144
266 C -6.057185 2.522837 1.189682  0.295
267 C -6.387940 3.684219 0.224581  -1.239
268 H -2.184169 1.903439 1.069431  -0.023
269 H -2.233364 0.319530 1.887232  -0.251
270 H -2.637827 0.424300 0.185821  -0.994
271 H -4.714530 0.274807 1.985475  0.064
272 H -4.057912 1.827921 2.537214  -1.355
273 H -6.895243 1.819257 1.139631  0.127
274 H -5.927672 2.770113 2.295110  -0.027
275 H -5.541019 4.348297 0.152640  0.126
276 H -7.238591 4.290453 0.598961  0.384
277 H -6.622560 3.344124 -0.792520  0.304
278 C -3.556594 0.980065 6.817154  -0.561
279 C -4.254317 -0.306997 6.375280  -0.356
280 O -3.407624 -1.018455 5.553358  -0.099
281 C -3.977734 -2.235037 5.152048  -0.176
282 C -2.996100 -3.273728 4.721354  -0.975
283 H -4.273504 1.620411 7.347729  0.349
284 H -2.679212 0.849607 7.494931  0.319
285 H -3.287156 1.535498 5.938855  -0.198
286 H -4.608025 -1.054745 7.127268  0.368
287 H -5.156692 0.005320 5.694713  0.148
288 H -4.553134 -2.649944 5.988853  0.318
289 H -4.696556 -2.043639 4.330996  0.107
290 H -3.620828 -4.061075 4.307933  0.458
291 H -2.325344 -3.658760 5.520317  0.323
292 H -2.373237 -2.930448 3.896459  -0.090

Cartesian forces, eV/Å:
0.609 0.191 -0.164
-1.267 0.977 -0.158
1.458 -0.470 -2.207
-0.195 -0.081 0.304
0.780 -0.853 -0.300
0.724 -2.536 -0.902
0.276 0.046 0.191
-0.378 0.997 -0.255
-0.198 -1.293 0.174
-0.211 0.366 -0.024
-0.632 0.371 1.661
-0.399 0.649 0.008
-0.063 -0.036 0.353
0.301 -0.446 0.175
-0.726 0.769 -0.179
0.354 0.964 0.929
-0.546 0.348 0.402
0.736 0.729 -0.109
-0.331 -1.113 1.324
0.283 1.263 -0.059
-0.459 -0.426 -0.054
1.274 -0.804 -0.384
0.264 -0.288 -0.259
-0.198 -0.293 -0.541
0.147 -0.386 0.125
-0.060 0.276 0.079
-0.214 0.655 -0.602
-0.172 -0.408 -0.249
0.261 -0.487 0.588
-0.728 0.356 -0.883
-0.980 -0.329 0.926
0.453 0.805 -0.148
-0.136 0.798 -0.530
-0.108 -0.461 0.840
0.861 0.500 0.503
1.405 0.834 -0.668
1.066 -0.458 1.537
-1.170 -0.047 -1.344
-0.803 0.100 0.985
-0.442 0.865 0.031
-0.077 -0.143 0.132
-0.684 -0.335 -0.717
-0.156 -0.069 -0.063
-0.635 -0.464 0.276
0.294 0.121 -0.203
-0.931 -0.022 0.633
1.046 -0.136 -0.116
0.182 0.605 -0.630
0.295 -0.306 -0.183
0.819 -0.590 -0.532
-1.068 -0.463 0.177
0.600 -1.338 -0.967
0.764 1.459 0.685
0.431 0.243 2.445
-0.531 -1.264 0.981
-0.368 -0.259 -1.427
-0.388 -0.601 -1.002
-0.336 0.325 1.001
-0.503 0.362 -0.372
0.020 0.847 -0.152
0.421 0.077 -0.245
-0.210 -0.011 -0.504
-0.477 -0.378 -0.774
0.589 0.104 -0.157
0.006 0.699 0.715
-0.534 -0.091 0.140
-0.099 -0.149 -0.205
0.580 -0.031 0.748
0.385 -1.109 -0.190
-0.496 -1.293 0.129
0.709 0.143 -1.829
-0.335 -0.049 0.391
1.192 1.826 -0.568
-0.510 -0.248 -2.418
0.601 -0.172 -0.427
-0.493 0.244 0.776
-0.296 0.788 0.421
-0.039 0.014 -0.353
0.026 -0.229 0.392
-0.622 -0.009 0.730
-0.268 0.166 0.120
0.119 -0.521 0.743
-0.909 -0.767 0.180
-0.483 0.974 1.181
1.337 0.164 0.912
-0.987 0.602 -0.449
0.879 0.256 2.263
-0.677 0.329 1.832
-0.023 0.653 0.198
-1.123 -0.691 -0.514
-0.280 -1.054 0.395
0.101 0.035 -0.532
0.404 0.155 0.049
0.134 -0.302 -0.235
-0.071 -0.390 -0.791
0.300 0.215 -1.316
0.501 -0.212 -0.152
-0.025 0.096 0.251
0.551 -0.227 -0.250
0.378 -0.256 0.185
-0.411 0.816 -1.241
0.306 0.089 0.285
-0.497 -1.128 0.327
-0.189 0.953 -0.623
1.971 -0.927 1.024
-0.756 -2.321 -1.423
-1.139 0.321 1.239
-1.251 -0.111 -0.440
0.560 0.947 -0.852
0.669 0.131 0.259
0.009 0.360 0.304
-0.018 -0.309 0.103
0.499 0.654 -0.020
-1.012 1.015 -0.568
0.498 0.374 -0.549
-0.451 0.129 0.025
0.414 -0.058 0.176
-0.256 -0.019 0.505
1.035 -0.313 0.570
1.483 1.346 -0.150
-0.345 0.031 -0.319
-0.749 0.194 -0.499
0.402 0.546 0.166
-0.119 0.635 -0.079
-0.557 -0.647 1.140
-0.207 -0.534 -0.193
-0.143 0.238 0.638
-0.519 -0.209 -0.278
0.014 -0.876 -0.565
0.353 -0.610 0.778
0.393 0.029 -0.072
-0.436 0.153 -0.101
0.230 -0.081 0.411
0.165 -0.702 -0.051
-0.056 -0.055 -0.443
0.085 0.560 -0.375
0.039 -0.992 -0.393
0.887 -0.431 -0.285
-1.096 0.046 -1.403
0.104 -1.043 -0.449
0.619 0.698 -0.427
-1.111 0.892 0.117
-0.479 0.222 0.104
-0.801 0.240 0.209
0.410 0.138 0.253
0.375 0.537 0.301
1.259 0.101 0.611
-0.395 -0.197 0.289
0.016 -0.351 0.325
-0.490 0.610 0.107
-0.009 -0.145 0.586
0.294 -0.149 0.294
0.275 -0.269 -0.190
-0.102 0.902 0.449
-0.303 -1.050 -1.513
0.194 0.183 -0.708
0.070 0.319 -0.471
-0.858 -0.798 -0.128
0.503 0.197 -0.186
-0.104 0.115 0.342
-0.067 0.331 -0.145
-0.098 -0.773 -0.322
0.175 0.122 0.413
-0.076 0.060 0.054
0.056 -0.144 0.134
0.866 0.265 -0.061
-0.261 0.191 0.138
0.000 -0.016 -0.119
0.004 0.071 0.542
0.021 0.170 0.464
-0.645 -0.552 -0.042
0.731 2.302 2.129
0.966 -0.230 -0.371
-0.865 -0.353 -0.569
1.584 1.220 0.649
-1.001 0.427 1.045
0.258 0.116 -0.257
0.358 -0.150 -0.369
-0.493 0.214 -0.217
0.162 -0.368 -0.106
0.152 -0.971 0.771
0.510 0.305 -0.915
-0.157 -1.036 0.081
-1.617 -0.146 -0.648
0.114 0.022 0.236
0.702 -1.084 -1.200
-0.773 0.448 -0.125
0.595 0.373 -0.217
2.820 1.240 0.460
-1.159 -0.434 -1.600
-1.232 0.564 1.342
0.884 -0.619 -1.358
-0.098 -1.064 0.307
-0.759 0.503 0.712
-0.036 -0.211 -0.377
-0.053 0.479 -0.142
-1.412 -1.243 0.910
0.634 1.137 -0.769
0.380 -0.525 0.216
0.105 -0.272 0.053
-0.304 -0.525 0.459
-0.292 0.698 -0.029
1.345 0.568 -0.813
1.006 0.874 1.389
-1.985 -0.397 0.549
0.519 1.077 1.159
1.087 -0.557 -1.056
0.309 0.289 -0.134
-0.282 -0.133 0.265
-0.613 -0.857 0.033
-0.085 -0.646 -0.527
-0.170 0.655 -0.493
-0.308 0.261 -0.153
0.557 -1.181 -1.029
-0.562 0.147 0.597
-0.298 -0.304 0.030
-0.476 0.173 0.163
2.063 -0.413 0.816
-2.268 0.779 0.183
-0.018 -0.231 -0.768
1.518 0.528 -0.134
0.675 -1.876 -0.369
-0.743 -0.480 -0.867
-0.111 0.728 -0.646
-0.248 0.175 0.584
0.720 0.010 0.183
-0.012 0.117 -0.236
-0.465 -0.590 -0.346
0.087 -0.093 -0.011
-0.030 -0.529 0.998
-0.798 1.455 0.601
-0.377 0.400 -0.014
-0.093 0.934 0.230
-0.684 -0.558 -0.256
-0.057 -1.680 -0.015
0.293 1.528 -0.313
1.005 0.064 0.036
0.297 -1.111 0.444
-0.099 0.247 -0.347
-0.255 -0.107 -0.026
0.062 0.553 0.079
0.098 -0.003 -0.369
-0.293 -0.029 0.023
0.181 0.517 0.636
-0.014 -0.423 -0.723
-0.408 -0.087 0.466
-0.063 0.188 0.240
-1.449 0.362 1.062
0.613 -0.912 -0.656
-0.927 0.368 0.196
-0.445 -0.892 -0.790
0.079 -0.881 0.771
0.250 -0.070 0.021
1.025 0.132 -0.382
-0.259 0.121 -0.201
0.116 0.171 0.042
0.125 0.284 0.217
0.295 0.712 0.161
0.076 -0.033 0.565
0.248 0.039 -0.543
0.481 0.236 -0.020
-0.215 0.792 -0.461
-0.805 -0.908 -0.878
-0.886 1.321 1.010
0.131 -0.291 1.048
0.012 0.070 -0.577
-0.489 0.168 0.967
0.154 0.198 0.051
0.517 -0.151 0.347
-0.047 0.329 0.498
0.693 0.333 -0.727
-0.195 -0.744 -0.664
0.103 -0.250 0.176
0.056 0.200 -1.403
0.362 0.252 -0.010
0.361 -0.414 -0.190
0.046 -0.215 0.389
-0.455 -0.465 1.265
-1.608 0.748 -0.872
1.585 -0.749 -0.662
-0.626 0.111 0.059
0.697 -0.181 -0.216
0.117 -0.335 0.002
-0.583 -0.167 -0.674
0.463 0.163 -0.428
-0.020 1.183 0.177
0.929 -0.400 1.414
-0.152 0.023 0.024
0.096 -0.037 0.171
0.216 -0.504 0.081
-0.618 0.270 -0.390
0.120 0.125 -0.056